Entry 1:
Entry from the OMol25 dataset: the molecule C5H5NO2 at a distorted geometry (ωB97M-V with the def2-TZVPD basis set).

## Properties
- Structure (SMILES): O=C1C=NO[C@H]2C[C@H]12
- LUMO energy: 0.0005 Ha
- Molecular weight: 111.10 g/mol
- HOMO: -9.85 eV

Each line ends with the Mulliken charge.
Atoms and positions in Å:
O: -2.13191 -0.98463 -0.24356  -0.52
C: -1.17506 -0.35750 0.08484  0.32
C: -0.96896 1.16899 0.14682  -0.02
N: 0.12252 1.82558 0.01421  -0.37
O: 1.34888 1.05259 -0.08391  -0.28
C: 1.00680 -0.20405 -0.49910  0.17
C: 1.42230 -1.51493 0.07483  -0.72
C: 0.15149 -0.84874 0.53615  -0.06
H: -1.86887 1.79500 0.28676  0.41
H: 0.61373 -0.27965 -1.52746  0.31
H: 2.23291 -1.56856 0.79038  0.27
H: 1.40334 -2.37778 -0.58229  0.24
H: 0.40604 -0.35442 1.49166  0.23

---

Entry 2:
Entry from the OMol25 dataset: a structure of composition C4H9InO4 at a distorted geometry (ωB97M-V with the def2-TZVPD basis set).

## Properties
- Total charge: +2
- LUMO energy: -0.5463 Ha
- Molecular weight: 235.93 g/mol
- HOMO: -16.83 eV

Each line ends with the Mulliken charge.
Atoms and positions in Å:
In: -1.06710 1.33013 -0.44509  1.07
C: -4.96306 2.23545 -1.95846  -0.24
O: -3.72825 2.29198 -1.49972  -0.02
H: -5.34936 3.22002 -2.31809  0.35
H: -5.10220 1.46544 -2.72284  0.29
H: -5.70714 1.98753 -1.14719  0.38
C: 3.22056 -1.02524 -1.27798  -0.59
O: 3.19824 -1.08557 0.14609  -0.28
C: 2.12180 -0.89655 0.87438  0.83
O: 1.13639 -0.29640 0.43488  -0.56
O: 2.31591 -1.39661 2.04665  -0.26
C: 1.28953 -1.23279 3.06018  -0.61
H: 2.48582 -0.30025 -1.62986  0.25
H: 2.95652 -2.01599 -1.64793  0.30
H: 4.17518 -0.70854 -1.68543  0.25
H: 0.33531 -1.33271 2.53747  0.28
H: 1.32071 -0.21439 3.43955  0.30
H: 1.36116 -2.02551 3.79341  0.26

---

Entry 3:
Entry from the OMol25 dataset: the molecule C6H10 (ωB97M-V with the def2-TZVPD basis set).

## Properties
- Structure (SMILES): C#CCCCC
- LUMO energy: 0.0419 Ha
- Molecular weight: 82.15 g/mol
- HOMO: -9.89 eV

Each line ends with the Mulliken charge.
Atoms and positions in Å:
C: 3.42594 -0.51205 0.87001  0.13
C: 2.49910 -0.13672 0.19750  -0.47
C: 1.34267 0.26446 -0.61117  -0.70
C: 0.03128 0.41692 0.18949  -0.56
C: -1.15620 -0.24926 -0.50840  -0.41
C: -2.46825 -0.05231 0.24309  -1.28
H: 4.24200 -0.85511 1.46823  0.40
H: 1.19285 -0.50312 -1.38420  0.30
H: 1.57266 1.19009 -1.15307  0.30
H: -0.18372 1.48058 0.35089  0.32
H: 0.15978 -0.02540 1.18315  0.35
H: -0.94864 -1.32341 -0.61012  0.33
H: -1.25466 0.13886 -1.53185  0.31
H: -2.39353 -0.43657 1.26687  0.33
H: -3.29818 -0.57134 -0.24863  0.34
H: -2.73051 1.01018 0.30455  0.32

---

Entry 4:
Entry from the OMol25 dataset: a cluster of 2 separate species, C6H10N in total at a distorted geometry (ωB97M-V with the def2-TZVPD basis set).

## Properties
- Total charge: +1
- LUMO energy: -0.1157 Ha
- Molecular weight: 96.15 g/mol
- HOMO: -15.09 eV

Each line ends with the Mulliken charge.
Atoms and positions in Å:
C: -0.45934 -2.96435 0.76397  -0.36
C: -0.92224 -2.81150 -0.31436  -0.42
C: -0.31645 0.55495 -1.35044  -0.38
C: 1.02630 1.22433 -1.17394  -0.54
C: -0.44467 1.31919 1.22510  -0.49
C: 0.14085 0.86922 -0.02739  0.40
N: 0.33722 0.02037 1.13124  -0.09
H: -0.23491 -0.80150 1.11406  0.11
H: 0.37578 -2.79865 1.40817  0.43
H: -1.51300 -2.89993 -1.13261  0.47
H: -1.20986 1.13210 -1.62382  0.25
H: -0.38175 -0.54630 -1.47356  0.12
H: 1.90540 0.63652 -1.14712  0.28
H: 1.13860 2.30207 -1.29738  0.23
H: -0.10686 2.21896 1.69501  0.34
H: -1.54324 0.99826 1.12128  0.31
H: 1.26003 0.00035 1.62038  0.33

---

Entry 5:
Entry from the OMol25 dataset: a structure of composition C3H2CrO3 at a distorted geometry (ωB97M-V with the def2-TZVPD basis set).

## Properties
- 2S+1: 5
- LUMO energy (alpha / beta): -0.0306 / -0.0357 Ha
- Molecular weight: 138.04 g/mol
- Expectation value of S²: 6.03
- HOMO (alpha / beta): -7.04 / -7.20 eV

Each line ends with the Mulliken charge.
Atoms and positions in Å:
O: 0.82043 -1.31018 -1.04458  -0.85
C: -0.85877 0.89731 1.93017  0.29
C: 1.58448 -0.20974 -1.12427  0.05
O: -1.30226 -0.15169 1.61427  -0.30
O: -0.11532 1.09111 -0.16675  -0.80
C: 1.17492 0.97999 -0.62685  -0.18
Cr: -0.83084 -0.70570 -0.36002  1.11
H: 2.58092 -0.31000 -1.57264  0.35
H: 1.79517 1.87968 -0.63167  0.33

---

Entry 6:
Entry from the OMol25 dataset: a cluster of 8 separate species, C33H89N9O10 in total at a distorted geometry (ωB97M-V with the def2-TZVPD basis set).

## Properties
- Structure (SMILES): COC[C@H](C)N.COC[C@H](C)N.COC[C@H](C)N.COC[C@H](C)N.COC[C@H](C)N.COCCNCCOC.COCCNCCOC.NC(N)=O
- LUMO energy: 0.0127 Ha
- Molecular weight: 772.13 g/mol
- HOMO: -8.90 eV

Each line ends with the Mulliken charge.
Atoms and positions in Å:
C: 2.47480 -8.02961 -2.68928  -0.57
O: 2.29972 -8.25389 -4.08026  -0.38
C: 3.28796 -7.57730 -4.83684  -0.70
C: 4.64368 -8.31135 -4.88864  0.37
C: 5.52791 -7.60748 -5.89233  -1.51
N: 4.48913 -9.71222 -5.35072  -0.69
H: 1.51527 -8.25769 -2.21673  0.15
H: 2.68185 -6.97035 -2.52843  0.33
H: 3.17063 -8.73800 -2.23030  0.26
H: 2.96389 -7.46962 -5.87459  0.37
H: 3.44022 -6.55432 -4.47508  0.34
H: 5.05770 -8.37426 -3.88219  0.38
H: 5.77375 -6.55741 -5.72913  0.39
H: 5.33401 -7.74517 -6.95972  0.34
H: 6.48410 -8.14821 -5.85974  0.37
H: 4.03460 -10.18150 -4.57255  0.30
H: 3.84063 -9.72388 -6.13210  0.28
C: -5.97492 -5.81088 1.41792  -0.97
O: -6.07092 -7.21089 1.56841  -0.13
C: -6.74651 -7.56000 2.77318  -0.69
C: -6.60704 -9.03849 3.12356  0.34
C: -6.70902 -9.98044 1.93074  -1.19
N: -7.69890 -9.29301 4.13033  -0.74
H: -5.31388 -5.71141 0.55626  0.22
H: -5.63066 -5.27830 2.30897  0.36
H: -6.91820 -5.33315 1.12366  0.38
H: -6.41843 -6.88318 3.56923  0.33
H: -7.81492 -7.30881 2.69371  0.29
H: -5.64185 -9.21061 3.60578  0.30
H: -7.33514 -9.52312 1.15796  0.22
H: -7.16794 -10.95817 2.10483  0.52
H: -5.73117 -10.25119 1.52690  0.18
H: -7.62820 -10.30635 4.22439  0.30
H: -8.53769 -9.19428 3.55319  0.31
C: 3.41109 -5.35405 7.29450  -0.78
O: 2.84734 -4.75247 6.14794  -0.40
C: 1.44622 -4.84939 6.07750  -1.09
C: 0.88176 -4.55346 4.70890  1.02
C: 0.91273 -3.01785 4.41035  -1.08
N: -0.50365 -4.98416 4.58654  -0.42
H: 3.94631 -6.26936 7.02941  0.25
H: 2.63772 -5.56451 8.03465  0.35
H: 4.16815 -4.70979 7.74501  0.28
H: 1.09879 -5.85882 6.31948  0.59
H: 0.99099 -4.16673 6.80673  0.31
H: 1.51363 -4.99075 3.93075  0.34
H: 0.40050 -2.72200 3.49459  0.37
H: 1.92737 -2.61293 4.38303  0.50
H: 0.39997 -2.55817 5.25413  -0.23
H: -1.16010 -4.48421 5.17954  0.25
H: -0.80236 -4.73529 3.64065  -0.05
C: -2.63296 -3.21508 1.79576  -0.43
O: -2.00684 -4.39004 2.23618  -0.29
C: -1.94906 -5.39027 1.19887  -0.20
C: -0.90756 -6.49001 1.48157  0.65
C: -0.69988 -7.50555 0.35514  -1.55
N: -1.13233 -7.16963 2.74920  -0.33
H: -1.94498 -2.57850 1.22671  0.19
H: -2.90751 -2.61420 2.66842  -0.12
H: -3.56154 -3.48741 1.27977  0.30
H: -2.94152 -5.86809 1.24761  -0.18
H: -1.91213 -4.85312 0.24722  0.50
H: 0.06541 -5.98994 1.59122  0.03
H: -1.63122 -8.05838 0.19479  0.05
H: 0.08454 -8.19408 0.65063  0.43
H: -0.56142 -6.97309 -0.58855  0.44
H: -0.71482 -6.58905 3.48149  0.26
H: -2.10423 -7.09645 3.05233  0.18
C: -4.45659 -8.66795 -0.89760  -0.20
O: -4.52723 -8.55437 -2.30411  -0.32
C: -5.25256 -9.61100 -2.87581  -0.66
C: -5.06588 -9.53888 -4.38106  0.55
C: -5.67031 -8.25924 -5.01417  -1.44
N: -5.79149 -10.62671 -5.05335  -0.71
H: -3.67864 -9.34760 -0.55156  0.23
H: -5.42713 -8.94776 -0.47051  0.20
H: -4.38125 -7.67791 -0.44544  -0.12
H: -5.06042 -10.62420 -2.49877  0.33
H: -6.32566 -9.49828 -2.65937  0.29
H: -4.00494 -9.46697 -4.64894  0.22
H: -5.15015 -7.32896 -4.75631  0.32
H: -6.72340 -8.12891 -4.77254  0.32
H: -5.48317 -8.25714 -6.09125  0.41
H: -5.24076 -11.47167 -4.87570  0.26
H: -5.73272 -10.54958 -6.06181  0.27
C: -2.21411 2.04332 8.21946  -0.80
O: -1.74834 0.76550 7.88305  -0.34
C: -1.33595 0.67450 6.53375  -0.76
C: -1.04133 -0.75697 6.10743  -0.85
N: -2.20474 -1.55426 5.71108  0.12
C: -3.29702 -1.57326 6.68267  -0.60
C: -4.41145 -2.43830 6.12882  -0.43
O: -4.86245 -1.85044 4.91598  -0.33
C: -5.95925 -2.57379 4.40037  -0.85
H: -3.18168 2.27511 7.75821  0.32
H: -1.53006 2.84727 7.92913  0.32
H: -2.36541 2.09674 9.29558  0.25
H: -0.46534 1.32968 6.38375  0.54
H: -2.09416 1.12392 5.87474  0.35
H: -0.44732 -1.30696 6.83765  0.30
H: -0.45322 -0.64882 5.19462  0.39
H: -2.53090 -1.30514 4.78840  0.16
H: -3.62743 -0.58515 7.01884  0.21
H: -2.86265 -1.97903 7.60336  0.39
H: -5.20242 -2.52446 6.88414  0.43
H: -4.04701 -3.45234 5.93450  0.26
H: -6.88668 -2.21575 4.87381  0.37
H: -5.94894 -3.64845 4.60222  0.31
H: -6.07736 -2.35032 3.33989  0.26
C: -1.87822 1.29800 -8.66319  -0.76
O: -2.36298 0.52751 -7.57922  -0.34
C: -2.87283 1.23454 -6.48681  -0.58
C: -2.87017 0.42843 -5.16763  -0.53
N: -1.60031 -0.34388 -5.10311  -0.30
C: -1.55512 -1.19873 -3.93610  -0.47
C: -0.17840 -1.21641 -3.30669  -0.65
O: 0.14762 -2.23537 -2.37035  -0.34
C: -0.76190 -2.24281 -1.29089  -0.67
H: -0.99456 1.87861 -8.37395  0.33
H: -2.60844 2.08022 -8.89835  0.32
H: -1.68543 0.58601 -9.45476  0.23
H: -3.94449 1.46862 -6.58430  0.33
H: -2.38677 2.21220 -6.42174  0.42
H: -3.74431 -0.22606 -5.22222  0.31
H: -2.89444 1.16367 -4.36716  0.33
H: -1.66370 -0.85654 -5.97417  0.24
H: -1.86473 -2.21423 -4.23176  0.27
H: -2.29588 -0.90411 -3.18692  0.41
H: 0.02201 -0.24698 -2.82360  0.31
H: 0.59957 -1.26886 -4.07205  0.34
H: -0.71377 -1.32152 -0.69681  0.35
H: -0.47805 -3.03325 -0.59459  0.18
H: -1.78735 -2.43104 -1.61491  0.31
N: 1.28533 -7.79992 4.63370  -0.26
C: 1.17005 -9.12332 4.94866  0.34
N: 0.21431 -9.80011 4.24173  -0.33
O: 1.90131 -9.63357 5.79610  -0.70
H: 2.02551 -7.48511 5.24798  0.10
H: 0.65316 -7.18234 4.17176  0.25
H: 0.13216 -10.78132 4.42324  0.20
H: -0.14256 -9.30572 3.43780  0.22

---

What relative energy (zero: lowest compared OMol25 entry of this formula, charge and spin) values result from the calculations? In sequence: 4.989 0.826 1.528 4.076 0.765 1.493 eV.
What E_tot values result from the calculations? In sequence: -10846.3256 -17633.3383 -6382.3315 -7862.2720 -37704.3853 -69543.9128 eV.